(1)
Below is a 2-piece molecular cluster, C3H5NOS overall, with properties calculated with ωB97M-V/def2-TZVPD.

Output
gap between HOMO and LUMO (alpha / beta)	6.997 / 9.571	eV
charge	0
energy relative to the best compared isomer or geometry (same formula, charge and spin)	128.21	kcal per mole

Geometry as XYZ:
```
11
C3H5NOS | OMol25 | ωB97M-V/def2-TZVPD
C 0.7133 -1.0062 -0.6209
C 0.4828 1.1328 1.1869
C -0.3922 -0.2416 -1.0053
N 1.7536 -1.3395 -0.3008
O -1.2481 -0.6881 -1.9552
S -0.4906 1.3789 -0.2920
H -0.0317 1.7228 1.9373
H 1.4687 1.4266 1.1044
H 0.3386 0.0877 1.3927
H -0.5621 -2.3695 0.5844
H -2.0323 -0.1040 -2.0315
```


(2)
Below is C21H28N4O4SSiV as an isolated structure, with properties calculated with ωB97M-V/def2-TZVPD.

Output
gap between HOMO and LUMO (alpha / beta)	6.948 / 7.559	eV
2S+1	2
charge	+2
energy relative to the best compared isomer or geometry (same formula, charge and spin)	19.54	kcal per mole
<S²>	0.768

Geometry as XYZ:
```
60
C21H28N4O4SSiV | OMol25 | ωB97M-V/def2-TZVPD
V -1.2437 0.5058 0.3608
C 3.7805 4.5660 0.3655
Si 3.5646 2.7656 0.9565
C 3.6790 1.6293 -0.5725
C 4.7059 2.2031 2.3640
C 1.7619 2.6959 1.6630
C 1.2816 3.6500 2.5635
C -0.0519 3.6905 2.9530
C -0.9333 2.7765 2.3926
N -0.4834 1.8546 1.5557
C 0.8179 1.7691 1.2488
S 0.9940 0.2757 0.3288
H 4.7866 4.6843 -0.0258
H 3.6577 5.2836 1.1708
H 3.0867 4.8356 -0.4275
H 4.6311 1.7812 -1.0715
H 2.8929 1.8319 -1.2975
H 3.6208 0.5792 -0.2993
H 5.7370 2.2845 2.0336
H 4.5249 1.1685 2.6458
H 4.5916 2.8161 3.2539
H 1.9732 4.3611 2.9890
H -0.4069 4.4228 3.6626
H -1.9909 2.7487 2.6341
C 0.5071 -3.6823 1.5101
C -0.3945 -4.4451 0.5444
C -1.7619 -3.7463 0.2941
C -2.6238 -4.5908 -0.6753
C -3.9586 -3.9262 -0.9922
C -2.4475 -3.6664 1.6409
O -2.9292 -4.5875 2.2179
N -2.4309 -2.3894 2.2680
C -2.1389 -1.2686 1.6022
O -2.0874 -0.1135 2.0813
N -1.8201 -1.2851 0.3069
C -1.4864 -2.4191 -0.3792
O -0.9810 -2.2978 -1.4735
H 1.4584 -4.2019 1.5916
H 0.0768 -3.6361 2.5096
H 0.7078 -2.6653 1.1586
H -0.5957 -5.4401 0.9444
H 0.1068 -4.5544 -0.4182
H -2.8012 -5.5644 -0.2190
H -2.0544 -4.7301 -1.5943
H -4.5746 -3.8265 -0.1011
H -4.5036 -4.5400 -1.7026
H -3.8173 -2.9407 -1.4358
H -2.7421 -2.3468 3.2366
O -1.4148 1.1681 -1.1235
N -1.2035 1.3191 -2.4163
C -1.2010 0.2345 -3.2094
C -0.9906 0.3807 -4.5648
C -0.7563 1.6448 -5.0939
C -0.7305 2.7421 -4.2357
C -0.9651 2.5527 -2.8932
H -1.3331 -0.7302 -2.7200
H -1.0080 -0.4979 -5.1927
H -0.5805 1.7761 -6.1514
H -0.5349 3.7407 -4.5967
H -0.9672 3.3542 -2.1658
```


(3)
Below is C26H25N2RhS2 as an isolated structure, with properties calculated with ωB97M-V/def2-TZVPD.

Output
gap between HOMO and LUMO	6.939	eV
charge	0

Geometry as XYZ:
```
56
C26H25N2RhS2 | OMol25 | ωB97M-V/def2-TZVPD
Rh 0.1555 0.2962 0.8972
C 1.0973 0.1115 -2.1672
N -0.1712 0.4056 -1.4709
C -1.1840 -0.6338 -1.7645
C -2.2717 -0.6956 -0.7073
N -1.7242 -1.1847 0.5541
C -1.4115 -2.6209 0.5147
C -2.5780 -0.9514 1.6998
C -3.9447 -1.1794 1.6498
C -4.7282 -1.0219 2.7839
C -4.1373 -0.6249 3.9738
C -2.7703 -0.3996 4.0282
C -1.9694 -0.5743 2.9012
S -0.2137 -0.3855 3.0639
C -0.6706 1.7188 -1.8612
C -0.8655 2.0233 -3.2066
C -1.3155 3.2703 -3.5979
C -1.5693 4.2365 -2.6294
C -1.3809 3.9382 -1.2946
C -0.9391 2.6712 -0.8955
S -0.7775 2.3705 0.8201
H 0.9493 -0.0265 -3.2423
H 1.5348 -0.7958 -1.7571
H 1.7905 0.9337 -2.0060
H -0.6654 -1.5882 -1.8509
H -1.6653 -0.4360 -2.7273
H -3.0888 -1.3283 -1.0788
H -2.6656 0.3087 -0.5360
H -2.3266 -3.2135 0.4041
H -0.9209 -2.8991 1.4468
H -0.7401 -2.8544 -0.3102
H -4.4124 -1.4865 0.7219
H -5.7916 -1.2150 2.7338
H -4.7415 -0.4904 4.8615
H -2.2988 -0.0795 4.9483
H -0.6548 1.2781 -3.9643
H -1.4601 3.4880 -4.6474
H -1.9043 5.2237 -2.9200
H -1.5658 4.6836 -0.5312
C 4.4195 -2.8204 -0.2789
C 3.0223 -2.9370 -0.0935
C 2.2968 -1.8468 0.2881
C 2.9099 -0.5794 0.4943
C 2.1581 0.5752 0.8433
C 2.8042 1.7427 1.1373
C 4.2156 1.8225 1.0596
C 4.9529 0.7482 0.6536
C 4.3184 -0.4820 0.3564
C 5.0452 -1.6307 -0.0490
H 4.9920 -3.6845 -0.5903
H 2.5364 -3.8918 -0.2495
H 1.2267 -1.9374 0.4629
H 2.2411 2.6263 1.4078
H 4.7067 2.7537 1.3148
H 6.0309 0.8204 0.5708
H 6.1202 -1.5514 -0.1647
```


(4)
Below is C18H41GeIrN4O3 as an isolated structure, with properties calculated with ωB97M-V/def2-TZVPD.

Output
gap between HOMO and LUMO (alpha / beta)	6.997 / 6.799	eV
2S+1	2
charge	+3
energy relative to the best compared isomer or geometry (same formula, charge and spin)	30.43	kcal per mole
<S²>	0.758

Geometry as XYZ:
```
68
C18H41GeIrN4O3 | OMol25 | ωB97M-V/def2-TZVPD
Ir -0.4543 0.3913 -0.3057
C -4.1798 3.4546 -2.7246
N -2.9391 2.6660 -2.7674
C -2.2460 2.7168 -4.0673
C -2.4460 2.0188 -1.7553
O -1.3068 1.4291 -1.8475
C -3.1542 1.9934 -0.4041
O -2.6268 0.9249 0.3940
C -3.4322 -0.2564 0.4583
C -2.5733 -1.4876 0.2406
O -1.3317 -1.3735 -0.0897
N -3.1001 -2.6691 0.3593
C -2.3276 -3.8969 0.0923
C -4.5210 -2.8863 0.6818
H -4.8693 3.0676 -3.4728
H -3.9370 4.4876 -2.9682
H -4.6504 3.4332 -1.7481
H -2.8684 2.2189 -4.8093
H -1.2812 2.2306 -4.0022
H -2.1212 3.7603 -4.3493
H -4.2311 1.8813 -0.5068
H -2.9527 2.9250 0.1280
H -4.2115 -0.2432 -0.3082
H -3.9134 -0.2957 1.4367
H -1.3601 -3.6542 -0.3291
H -2.8945 -4.5088 -0.6065
H -2.2041 -4.4423 1.0267
H -4.9007 -2.1326 1.3658
H -4.6061 -3.8544 1.1676
H -5.1131 -2.8987 -0.2332
C 3.9573 0.2171 -1.6856
Ge 2.6480 -1.2072 -1.4755
C 2.6769 -2.2211 0.1875
C 2.6552 -2.3853 -3.0184
C 0.7583 -0.3699 -1.6742
H 4.9093 -0.1057 -1.2614
H 3.6769 1.1639 -1.2309
H 4.1113 0.3885 -2.7506
H 3.7020 -2.3225 0.5415
H 2.2891 -3.2232 0.0055
H 2.0827 -1.7575 0.9722
H 3.5789 -2.9667 -3.0050
H 2.6321 -1.8176 -3.9475
H 1.8199 -3.0842 -2.9943
H 0.2166 -1.2511 -2.0375
H 0.8416 0.3710 -2.4750
C 2.1202 3.0710 1.5885
C 2.5068 1.6447 1.2257
N 2.2355 0.7115 2.3294
C 3.3393 0.5847 3.3162
C 4.3680 -0.4606 2.9210
C 1.0808 0.1363 2.4813
C 0.8053 -0.7077 3.6886
N 0.0451 0.3533 1.6146
H 2.3729 3.7390 0.7658
H 2.6636 3.4155 2.4672
H 1.0524 3.1557 1.7932
H 3.5708 1.5669 1.0083
H 1.9844 1.2925 0.3348
H 2.9179 0.3760 4.2946
H 3.7941 1.5732 3.3706
H 3.9241 -1.4521 2.8395
H 5.1411 -0.5006 3.6868
H 4.8521 -0.2113 1.9761
H 1.5632 -1.4856 3.7859
H -0.1668 -1.1880 3.6163
H 0.8278 -0.1031 4.5964
H -0.8014 0.0605 2.0929
```


(5)
Below is a 2-piece molecular cluster, C4H7N3 overall, with properties calculated with ωB97M-V/def2-TZVPD.

Output
gap between HOMO and LUMO (alpha / beta)	8.143 / 8.396	eV
charge	0
energy relative to the best compared isomer or geometry (same formula, charge and spin)	76.93	kcal per mole

Geometry as XYZ:
```
14
C4H7N3 | OMol25 | ωB97M-V/def2-TZVPD
C -1.2911 0.8372 0.7512
C -0.3389 0.6730 -1.5434
C 1.1302 0.4513 0.5635
C -0.2083 0.5187 -0.0638
N -2.1700 1.0635 1.4627
N 0.1417 -2.1123 0.8832
N -0.7630 -1.7407 0.2349
H 0.5370 0.2687 -2.0479
H -1.2321 0.1773 -1.9156
H -0.4166 1.7352 -1.7910
H 1.9113 0.7348 -0.1379
H 1.3155 -0.5968 0.8805
H 1.1962 1.0585 1.4644
H 0.1882 -3.0683 1.2591
```


(6)
Below is C30H35N3O3Rb as an isolated structure, with properties calculated with ωB97M-V/def2-TZVPD.

Output
gap between HOMO and LUMO	4.592	eV
charge	-1
energy relative to the best compared isomer or geometry (same formula, charge and spin)	10.46	kcal per mole

Geometry as XYZ:
```
72
C30H35N3O3Rb | OMol25 | ωB97M-V/def2-TZVPD
Rb 0.7947 1.3076 0.1209
C 2.3258 -1.3575 1.8747
C 3.2905 -0.6443 1.1325
C 3.3301 0.6781 1.6276
C 2.4002 0.7805 2.6856
C 1.7795 -0.4778 2.8371
C 0.7554 -0.8938 3.8583
C 2.1468 2.0423 3.4712
C 4.2022 1.7980 1.1205
C 4.1735 -1.1817 0.0358
C 1.9141 -2.7959 1.7220
H 1.1341 -1.6835 4.5210
H -0.1583 -1.2915 3.3967
H 0.4595 -0.0560 4.4963
H 3.0762 2.4372 3.8978
H 1.4593 1.8646 4.3030
H 1.7121 2.8370 2.8537
H 5.1025 1.9372 1.7354
H 3.6675 2.7538 1.1140
H 4.5413 1.6076 0.0975
H 5.2312 -0.9686 0.2275
H 3.9429 -0.7598 -0.9521
H 4.0756 -2.2666 -0.0558
H 2.4865 -3.2978 0.9372
H 0.8523 -2.8964 1.4559
H 2.0599 -3.3709 2.6464
C 2.6678 -0.5247 -3.9628
C 2.1288 -1.6677 -4.5236
C 0.9933 -2.2272 -3.9589
C 0.4273 -1.6218 -2.8420
N 0.9607 -0.5335 -2.2932
C 2.0439 0.0001 -2.8391
C -0.8186 -2.1454 -2.1900
C -1.5601 -3.1858 -2.7425
C -2.7070 -3.5954 -2.0878
C -3.0905 -2.9585 -0.9222
C -2.2991 -1.9175 -0.4432
N -1.1907 -1.5398 -1.0685
C -2.6547 -1.1557 0.8002
C -3.8285 -1.3966 1.5078
C -4.0942 -0.6511 2.6457
C -3.1856 0.3096 3.0496
C -2.0418 0.4795 2.2815
N -1.7870 -0.2262 1.1889
H 3.5526 -0.0566 -4.3713
H 2.5865 -2.1260 -5.3913
H 0.5712 -3.1262 -4.3855
H 2.4281 0.8922 -2.3537
H -1.2624 -3.6667 -3.6630
H -3.3030 -4.4063 -2.4874
H -3.9844 -3.2731 -0.4034
H -4.5363 -2.1484 1.1881
H -5.0020 -0.8248 3.2098
H -3.3504 0.9085 3.9346
H -1.2923 1.2167 2.5584
O 1.2539 3.5793 -1.1324
C 1.0218 4.2218 -0.0806
O 0.3493 3.8681 0.9193
H 1.4740 5.2384 -0.0262
C -3.6920 1.9001 -2.2087
C -3.6009 2.4333 -0.7687
C -2.1230 2.7925 -0.6573
O -1.4792 1.7385 -1.3586
C -2.2316 1.5019 -2.5334
H -4.0352 2.6794 -2.8905
H -4.3753 1.0546 -2.2982
H -3.8315 1.6414 -0.0519
H -4.2616 3.2796 -0.5783
H -1.7291 2.8305 0.3560
H -1.9116 3.7562 -1.1379
H -2.1204 0.4476 -2.7886
H -1.8351 2.1029 -3.3598
```


In eV, the electronic energy values for the records above are, in order, -17559.7079, -80769.7324, -55026.9403, -90761.2630, -8728.3434, -42948.2356.
In g/mol, the M values for the records above are, in order, 103.15, 511.58, 532.54, 626.38, 97.12, 571.10.